# 1
The following is a quantum chemistry calculation of a single C4H7FS molecule in a non-equilibrium geometry, from OMol25.

Its total charge is 0. As for the spin multiplicity: 1. The value obtained for the calculated total energy is -654.53824 hartree. The HOMO energy comes out at -8.71 eV. The maximum force comes out at 4.32 eV Å⁻¹. The SMILES is CC(=S)[C@@H](C)F. For the gap between HOMO and LUMO, the calculation gives 8.38 eV.

The geometry in XYZ format:
```
13
Properties=species:S:1:pos:R:3:forces:R:3
H 1.33610 1.25890 1.26640 -1.25 0.16 -1.71
H -0.27353 1.56436 0.15798 4.30 -0.26 -0.32
H -1.45409 -1.08950 -1.43180 -0.08 0.99 0.81
H -0.21271 -0.16937 1.28645 -0.60 -1.70 -0.13
C 0.97839 1.25491 0.12925 -0.97 0.82 3.37
C 1.12900 -0.23747 -0.08365 1.95 2.12 -1.05
H 1.77498 1.95451 -0.15696 -0.79 -0.20 -1.18
C -0.14517 -0.73624 0.31082 -3.76 -1.30 -0.34
H -2.46449 -0.95308 -0.01006 1.23 1.92 -0.36
S 2.53431 -1.05441 -0.27367 -1.02 0.57 -0.21
F -0.07584 -2.12377 0.33567 -0.68 0.40 0.91
C -1.59101 -0.40869 -0.53012 2.70 -0.30 -1.54
H -1.53592 0.73984 -1.00029 -1.03 -3.21 1.76
```
Positions in Å, forces in eV/Å.



# 2
The following is a quantum chemistry calculation of a molecular structure, C4H7I2NO in a non-equilibrium geometry, from OMol25.

Its total charge is 0. As for the spin multiplicity: 1. The value obtained for the calculated total energy is -881.77284 hartree. The HOMO energy (spin up / spin down) comes out at -8.70 / -8.11 eV. The maximum force comes out at 2.53 eV Å⁻¹. For the gap between HOMO and LUMO (spin up / spin down), the calculation gives 7.79 / 6.61 eV.

The geometry in XYZ format:
```
15
Properties=species:S:1:pos:R:3:forces:R:3
C 0.09435 1.17779 -0.24487 0.89 0.37 0.96
O -0.33127 1.35233 1.17441 1.76 -0.48 -1.75
H -0.77581 -2.13235 -0.82556 -0.20 0.33 0.50
N -2.58832 0.15382 0.39803 1.58 -0.35 -0.08
H -0.75205 -0.34343 -3.30316 0.65 0.50 0.42
H -0.06002 2.15197 -0.67122 -0.21 0.32 -0.59
H -1.20475 0.96128 1.29256 -0.36 -0.38 -0.41
C -0.24563 -1.30464 -1.29841 0.01 -1.48 -0.47
H 0.75834 -1.69980 -1.54901 -0.38 0.80 -0.10
C -1.10446 -0.51040 -2.28173 1.18 0.55 -0.78
H 1.23272 0.98643 -0.31615 -1.62 0.21 0.63
I -3.15483 -1.76607 0.50300 -0.48 0.01 -0.19
H -2.15591 -0.67914 -2.43873 -0.62 -0.26 0.93
C -0.52686 0.08008 -1.05471 -1.46 -0.35 1.42
I -3.54594 1.51300 -0.68935 -0.75 0.20 -0.46
```
Positions in Å, forces in eV/Å.



# 3
The following is a quantum chemistry calculation of a gas-phase ion, C4H7IN (charge +1) in a non-equilibrium geometry, from OMol25.

Its total charge is +1. As for the spin multiplicity: 1. The value obtained for the calculated total energy is -508.74475 hartree. The HOMO energy comes out at -13.07 eV. The maximum force comes out at 4.39 eV Å⁻¹. The SMILES is IC1=CC[NH2+]C1. For the gap between HOMO and LUMO, the calculation gives 9.37 eV.

The geometry in XYZ format:
```
13
Properties=species:S:1:pos:R:3:forces:R:3
H -1.83878 -0.60640 0.84196 -1.14 -0.41 0.92
H -1.35269 1.18918 -0.92610 0.20 0.74 -0.71
C 1.24241 -0.59658 0.10874 -1.80 3.98 -0.48
N -0.77323 0.87368 -0.16890 -1.21 -0.56 3.19
C -1.16244 -0.61415 0.04196 2.92 -1.07 -0.48
H 0.99809 1.33882 -1.27727 -0.28 -0.53 1.10
H 1.24201 1.69834 0.54086 -1.86 -1.24 -1.58
C 0.69030 1.00175 -0.24735 3.67 -1.22 0.33
H -1.12104 1.36777 0.72893 0.61 -0.78 -1.94
C 0.19598 -1.34342 0.35632 -1.65 0.66 -0.75
H -1.51288 -1.13475 -0.85663 -0.51 0.86 0.03
I 3.21677 -0.76360 0.35469 1.00 -0.35 -0.01
H 0.17550 -2.41065 0.50279 0.05 -0.08 0.37
```
Positions in Å, forces in eV/Å.



# 4
The following is a quantum chemistry calculation of 2 unconnected molecules or ions with the total composition C4H7IO2 in a non-equilibrium geometry, from OMol25.

Its total charge is 0. As for the expectation value of S²: 2.0055. As for the spin multiplicity: 3. The value obtained for the calculated total energy is -604.62929 hartree. The HOMO energy (spin up / spin down) comes out at -5.39 / -9.61 eV. The maximum force comes out at 6.64 eV Å⁻¹. For the gap between HOMO and LUMO (spin up / spin down), the calculation gives 6.15 / 6.44 eV.

The geometry in XYZ format:
```
14
Properties=species:S:1:pos:R:3:forces:R:3
C 0.08153 0.26311 -0.59055 -1.33 0.18 -2.28
H 1.67876 0.47391 -1.89567 -2.06 0.54 -0.91
C 0.48297 0.64132 -1.95045 4.97 0.76 4.33
O 0.09508 -1.04682 -0.32785 0.51 -1.73 0.73
H 0.54438 -1.96005 1.60170 -1.55 1.71 -1.63
H 1.06255 0.14687 2.04412 3.08 0.07 2.30
C -0.15589 -1.14044 1.05329 -0.16 -3.33 2.28
H 0.07435 0.04898 -2.63781 -1.59 -2.46 -2.75
I -2.81694 0.54413 -0.85785 -0.99 0.10 -0.05
C 0.14811 0.22523 1.63835 -2.41 -0.65 -0.84
H 0.26756 1.64878 -2.11295 -0.16 1.66 -0.45
H -1.20850 -1.47346 1.21331 0.66 0.27 -0.08
H -0.60306 0.65599 2.32905 0.28 -0.27 -0.50
O 0.34909 0.97245 0.49330 0.74 3.16 -0.14
```
Positions in Å, forces in eV/Å.



# 5
The following is a quantum chemistry calculation of a molecular structure, C4H7LiLuO2 in a non-equilibrium geometry, from OMol25.

Its total charge is +2. As for the expectation value of S²: 0.7507. As for the spin multiplicity: 2. The value obtained for the calculated total energy is -1549.27430 hartree. The HOMO energy (spin up / spin down) comes out at -15.34 / -15.33 eV. The maximum force comes out at 3.37 eV Å⁻¹. For the gap between HOMO and LUMO (spin up / spin down), the calculation gives 4.64 / 4.64 eV.

The geometry in XYZ format:
```
15
Properties=species:S:1:pos:R:3:forces:R:3
C 0.68135 0.98963 0.40221 1.62 -0.92 1.80
H 1.73449 1.24515 0.58329 -0.44 0.17 0.14
O -0.00995 1.81759 -0.27600 -1.75 0.79 -1.93
Li -0.35005 3.60384 -0.84179 0.91 0.82 0.50
H 0.82199 -1.01349 -1.93296 -0.30 -0.38 0.22
H -2.09710 -1.20889 1.83433 0.55 0.78 -0.03
C 0.69709 -0.97591 0.19816 -0.44 1.41 -0.20
H 1.69923 -1.37175 0.37623 -0.37 -0.07 0.20
Lu -1.71423 1.33607 -1.65249 0.30 -2.92 0.48
C 0.07841 -0.10857 1.21754 2.53 -1.34 1.78
H -0.11011 -2.34604 -1.14468 0.20 0.25 -0.17
O -1.09451 -0.56975 -1.28049 -1.52 2.59 -1.01
H -0.98569 0.08227 1.37412 -1.55 -0.80 -0.36
H 0.56493 -0.23203 2.27793 -0.55 0.28 -2.00
C 0.08414 -1.24812 -1.13540 0.82 -0.65 0.57
```
Positions in Å, forces in eV/Å.



# 6
The following is a quantum chemistry calculation of a molecular structure, C4H7MgO2 in a non-equilibrium geometry, from OMol25.

Its total charge is +1. As for the spin multiplicity: 1. The value obtained for the calculated total energy is -506.87850 hartree. The HOMO energy comes out at -13.94 eV. The maximum force comes out at 1.67 eV Å⁻¹. For the gap between HOMO and LUMO, the calculation gives 8.74 eV.

The geometry in XYZ format:
```
14
Properties=species:S:1:pos:R:3:forces:R:3
H -0.81345 1.24836 -0.52363 -0.06 -0.25 0.05
H -2.51527 -0.72527 -1.01388 0.06 0.10 0.24
H 1.52603 1.14546 -0.55554 0.19 -0.11 0.43
H 0.22375 -1.38980 0.73446 -0.02 0.12 -0.38
O -3.23126 0.63370 0.30234 0.12 0.02 -0.14
C -0.88511 0.24109 -0.09798 0.44 0.20 -0.13
C 0.24197 -0.42060 0.23116 0.06 -0.12 0.60
Mg 4.41662 -0.50465 -0.58950 -0.33 0.98 0.63
O 2.47779 -0.64124 -0.46840 0.09 -0.08 0.49
H -2.28159 -1.18534 0.68413 0.03 0.12 -0.17
H -3.15047 0.87732 1.22938 -0.06 0.00 0.06
H 4.74175 0.95723 0.28496 0.37 -0.60 -0.42
C 1.51085 0.09819 -0.20274 -0.79 -0.21 -1.46
C -2.26161 -0.33443 -0.01475 -0.11 -0.19 0.18
```
Positions in Å, forces in eV/Å.



# 7
The following is a quantum chemistry calculation of a single C4H7N molecule in a non-equilibrium geometry, from OMol25.

Its total charge is 0. As for the spin multiplicity: 1. The value obtained for the calculated total energy is -211.16393 hartree. The HOMO energy (spin up / spin down) comes out at -8.73 / -8.73 eV. The maximum force comes out at 3.09 eV Å⁻¹. For the gap between HOMO and LUMO (spin up / spin down), the calculation gives 8.80 / 8.80 eV.

The geometry in XYZ format:
```
12
Properties=species:S:1:pos:R:3:forces:R:3
H -1.28720 1.39028 1.41801 -0.61 -0.17 -0.37
C -0.91757 0.73247 0.63778 -0.05 -0.88 -1.96
C 0.30976 -0.06606 0.56271 0.55 -0.56 -1.05
H 1.08808 0.26827 1.25181 0.03 0.21 -0.25
H -0.47170 -1.87371 -0.31524 0.04 0.09 0.04
H 0.56768 1.79220 -2.08392 0.22 0.24 0.10
C -0.15388 0.93059 -0.55530 0.48 2.38 1.91
H -1.24592 0.22561 -0.71982 -1.08 0.18 2.14
H 1.29268 -1.75085 -0.33737 -0.04 0.03 0.08
C 0.39845 -1.53506 0.25279 0.05 -0.26 0.18
N -0.03457 2.00664 -1.28721 0.44 -1.24 -0.74
H 0.45421 -2.12038 1.17576 -0.02 -0.02 -0.07
```
Positions in Å, forces in eV/Å.



# 8
The following is a quantum chemistry calculation of a single C4H7N molecule in a non-equilibrium geometry, from OMol25.

Its total charge is 0. As for the spin multiplicity: 1. The value obtained for the calculated total energy is -211.35480 hartree. The HOMO energy comes out at -11.50 eV. The maximum force comes out at 1.66 eV Å⁻¹. The SMILES is CCCC#N. For the gap between HOMO and LUMO, the calculation gives 12.35 eV.

The geometry in XYZ format:
```
12
Properties=species:S:1:pos:R:3:forces:R:3
H 1.02141 -2.15273 0.76470 -0.07 0.06 0.05
N -0.53511 2.59992 -1.99251 -0.13 -0.88 0.52
C 0.45367 -1.23424 0.92764 0.05 -0.06 0.11
H 0.99686 -0.61881 1.65127 -0.03 -0.12 -0.02
C -0.51220 0.83284 -0.08427 -0.09 0.11 -0.31
H -0.02028 1.50961 0.63220 -0.09 -0.83 0.50
C -0.57269 1.75399 -1.20486 -0.05 1.05 -1.28
H -1.54029 0.60450 0.23309 0.35 0.15 0.14
C 0.26223 -0.46807 -0.37120 0.04 0.13 0.05
H 1.23051 -0.23284 -0.82626 -0.12 0.04 0.11
H -0.27026 -1.09724 -1.10060 -0.01 0.36 0.18
H -0.51386 -1.49692 1.37080 0.16 -0.01 -0.05
```
Positions in Å, forces in eV/Å.



# 9
The following is a quantum chemistry calculation of a single C4H7N molecule in a non-equilibrium geometry, from OMol25.

Its total charge is 0. As for the spin multiplicity: 1. The value obtained for the calculated total energy is -211.21331 hartree. The HOMO energy (spin up / spin down) comes out at -9.03 / -8.52 eV. The maximum force comes out at 3.76 eV Å⁻¹. For the gap between HOMO and LUMO (spin up / spin down), the calculation gives 9.19 / 8.58 eV.

The geometry in XYZ format:
```
12
Properties=species:S:1:pos:R:3:forces:R:3
N 0.83965 1.18053 -1.24541 -0.44 0.14 0.03
H -2.23502 -1.18337 -0.75341 -0.44 -1.27 -0.68
C 1.29517 0.48172 1.12004 1.43 2.01 2.47
H -0.75870 -0.91819 -1.86122 -0.58 -0.85 -0.54
H 1.46636 1.48158 1.73072 -0.45 -1.62 -1.44
C 0.51116 0.73724 -0.14474 -0.30 -1.85 1.27
H -0.52783 -1.88745 -0.35527 -0.86 0.17 -0.46
H -1.62143 1.12832 -0.36076 0.68 -2.29 0.07
H 2.32119 0.06665 1.08941 -0.47 0.26 -0.87
C -1.16773 -1.13925 -0.87688 1.05 1.69 1.26
C -0.93711 0.19086 -0.23100 0.93 3.62 -0.40
H 0.81429 -0.13865 1.88852 -0.56 0.00 -0.70
```
Positions in Å, forces in eV/Å.



Q: Among the records above, which one has the lowest calculated total energy?
A: C4H7LiLuO2



Q: calculated total energy of number 3 (C4H7IN)?
A: -508.74475 hartree



Q: The lowest calculated total energy belongs to which entry?
A: C4H7LiLuO2